--- a ---
Here is a molecular structure, C2H3N3 from the Open Molecules 2025 dataset. Energies are from wB97M-V/def2-TZVPD.

Summary:
Kohn-Sham gap in eV: 8.2
HOMO in Eh: -0.3112
Charge: 0

Atoms and positions in Å:
N 1.06 -0.11 -0.47
C 0.17 -0.84 0.22
C -1.00 0.68 -0.17
N 0.28 1.11 0.03
N -1.14 -0.64 -0.17
H 2.01 -0.07 -0.11
H 0.44 -1.53 1.01
H -1.81 1.39 -0.33

=====

--- b ---
Here is a single C2H3N3 molecule from the Open Molecules 2025 dataset. Energies are from wB97M-V/def2-TZVPD.

Summary:
Kohn-Sham gap in eV: 11.4
HOMO in Eh: -0.3723
Charge: 0

Atoms and positions in Å:
C -0.49 -0.71 0.05
C -0.48 0.72 -0.04
N 0.77 1.13 0.02
N 1.47 0.02 0.00
N 0.76 -1.13 -0.03
H -1.17 -1.51 0.08
H -1.25 1.37 -0.09
H 2.46 -0.15 0.12

=====

--- c ---
Here is a single C2H3N3 molecule from the Open Molecules 2025 dataset. Energies are from wB97M-V/def2-TZVPD.

Summary:
Kohn-Sham gap in eV: 10.9
HOMO in Eh: -0.3628
Charge: 0

Atoms and positions in Å:
C 0.44 -0.88 0.10
C -0.86 -0.48 -0.28
N -0.86 0.85 -0.30
N 0.38 1.15 0.05
N 1.25 0.17 -0.03
H 0.78 -1.82 0.54
H -1.76 -1.06 -0.45
H 0.64 2.08 0.36

=====

--- d ---
Here is a molecular structure, C2H3N3 from the Open Molecules 2025 dataset. Energies are from wB97M-V/def2-TZVPD.

Summary:
Kohn-Sham gap in eV: 11.0
HOMO in Eh: -0.3886
Charge: 0

Atoms and positions in Å:
N -0.81 -0.26 0.44
C -0.62 0.96 -0.08
N 0.64 1.19 -0.47
N 1.34 0.09 -0.26
C 0.50 -0.81 0.28
H -0.46 -1.12 -0.48
H -1.42 1.67 -0.21
H 0.81 -1.72 0.78

=====

Most stable: b (next structure +0.0208 hartree)

=====

--- a ---
Here is a single C2H3N3 molecule from the Open Molecules 2025 dataset. Energies are from wB97M-V/def2-TZVPD.

Summary:
Kohn-Sham gap in eV: 10.7
HOMO in Eh: -0.3622
Charge: 0

Atoms and positions in Å:
C -1.07 0.48 0.00
C 0.18 1.15 -0.01
N 1.06 0.09 -0.04
N 0.44 -1.10 0.03
N -0.83 -0.85 -0.02
H -2.08 0.95 0.10
H 0.61 2.17 0.01
H 2.05 0.16 0.13

=====

--- b ---
Here is a single C2H3N3 molecule from the Open Molecules 2025 dataset. Energies are from wB97M-V/def2-TZVPD.

Summary:
Kohn-Sham gap in eV: 11.1
HOMO in Eh: -0.3720
Charge: 0

Atoms and positions in Å:
C -1.11 -0.11 0.01
N -0.52 1.09 -0.01
C 0.76 0.79 0.00
N 0.93 -0.54 0.00
N -0.28 -1.15 0.00
H -2.18 -0.23 0.01
H 1.58 1.48 0.05
H 1.76 -1.09 -0.04

=====

Most stable: b (next structure +0.0357 hartree)

=====

--- a ---
Here is 2 unconnected molecules or ions with the total composition C3H5N2P from the Open Molecules 2025 dataset. Energies are from wB97M-V/def2-TZVPD.

Summary:
Kohn-Sham gap in eV: 8.4
HOMO in Eh: -0.3214
Charge: 0

Atoms and positions in Å:
C 1.03 1.10 -0.10
C 2.22 -0.75 -0.25
C 0.19 0.02 -0.10
N 2.30 0.61 -0.24
N 0.93 -1.12 -0.20
P -2.31 -0.12 -0.22
H 0.80 2.14 -0.30
H 2.99 -1.46 -0.37
H 0.68 -2.12 -0.26
H -2.03 1.12 -1.02
H -2.72 0.66 0.94

=====

--- b ---
Here is a molecular structure, C3H5N2P from the Open Molecules 2025 dataset. Energies are from wB97M-V/def2-TZVPD.

Summary:
Kohn-Sham gap in eV: 7.8
HOMO in Eh: -0.3012
Charge: 0

Atoms and positions in Å:
C 1.59 -1.27 -0.01
C 0.26 -0.96 -0.07
C -1.79 1.18 0.04
N 2.41 -0.25 0.09
N 0.15 0.46 -0.04
P 1.66 1.17 0.10
H 2.01 -2.22 0.11
H -0.58 -1.51 -0.44
H -1.64 1.77 -0.77
H -2.22 0.29 -0.12
H -1.86 1.34 1.13

=====

Most stable: b (next structure +0.0041 hartree)

=====

--- a ---
Here is 3 unconnected molecules or ions with the total composition C4H7NO4 from the Open Molecules 2025 dataset. Energies are from wB97M-V/def2-TZVPD.

Summary:
Kohn-Sham gap in eV: 7.8
HOMO in Eh: -0.3186
Charge: 0

Atoms and positions in Å:
O -0.79 -0.51 -1.66
C -0.10 0.46 -1.77
O 0.13 1.40 -2.44
C 1.24 -0.39 0.81
C 1.20 0.73 -0.01
N 0.76 1.96 0.52
H 0.98 -0.31 1.85
H 1.90 -1.20 0.54
H 2.05 0.85 -0.67
H -0.08 1.87 1.08
H 0.64 2.68 -0.18
O -1.51 -2.79 -0.10
C -1.24 -1.70 0.30
O -2.07 -0.75 0.72
H -0.15 -1.35 0.62
H -2.97 -0.95 0.39

=====

--- b ---
Here is a single C4H7NO4 molecule from the Open Molecules 2025 dataset. Energies are from wB97M-V/def2-TZVPD.

Summary:
Kohn-Sham gap in eV: 10.9
HOMO in Eh: -0.3761
Charge: 0

Atoms and positions in Å:
C 1.33 -1.13 -2.24
N 1.19 -0.67 -1.10
O 0.18 0.26 -0.95
C -0.03 0.78 0.44
O -1.09 0.11 1.09
C -0.56 -1.30 1.59
C -0.32 2.15 0.11
O 0.69 2.82 -0.28
O -1.71 2.41 -0.02
H 2.30 -1.69 -2.33
H 0.61 -0.97 -3.03
H 0.80 0.45 1.04
H -1.66 -1.56 2.04
H -0.02 -2.14 0.86
H 0.33 -1.03 2.23
H -2.04 1.51 0.58

=====

Most stable: a (next structure +0.1161 hartree)